16
Properties=species:S:1:pos:R:3:lowdin_charge:R:1 method="wB97M-V/def2-TZVPD" multiplicity=1 mol_weight_g_mol=82.1 energy_ha=-234.520939 relative_energy_ev=2.2197 smiles="C=C/C(C)=C/C" homo_ev=-8.4915
C -1.68 0.77 1.36 -0.047
C -1.34 0.48 0.15 -0.225
C 0.09 0.36 -0.26 -0.338
C 0.44 1.04 -1.53 -0.056
C 0.59 -0.71 0.37 -0.146
C 1.65 -1.71 0.12 -0.097
H -0.91 1.00 2.11 0.077
H -2.84 0.75 1.51 0.092
H -2.05 0.13 -0.73 0.153
H 0.99 0.36 -2.16 0.065
H 0.93 2.01 -1.36 0.092
H -0.51 1.17 -2.09 0.086
H -0.04 -0.88 1.29 0.109
H 2.39 -1.25 -0.57 0.072
H 1.35 -2.73 -0.29 0.099
H 2.16 -1.94 1.06 0.064

16
Properties=species:S:1:pos:R:3:lowdin_charge:R:1 method="wB97M-V/def2-TZVPD" multiplicity=1 mol_weight_g_mol=116.1 energy_ha=-413.096239 relative_energy_ev=8.7025 homo_ev="-8.8042 / -7.5509"
C 0.51 -0.06 0.76 -0.342
C -0.62 0.41 -0.15 -0.218
C 1.90 -0.06 0.05 -0.063
N -1.32 -1.55 0.77 0.128
N 0.01 -1.34 1.15 -0.009
N -1.70 -0.49 0.13 -0.309
N -1.17 1.67 -0.42 0.141
O -2.81 -0.15 -0.27 -0.045
H 0.52 0.55 1.61 0.123
H 0.25 -0.53 -2.42 0.109
H 1.75 -0.24 -1.14 0.046
H 2.38 -0.93 0.47 0.058
H 2.54 0.87 -0.05 0.085
H 0.52 -2.15 0.88 0.112
H -0.57 2.39 -0.65 0.065
H -2.18 1.62 -0.69 0.120